No. 1
Computed, not measured: the molecule C6H15N at a distorted geometry, with the ωB97M-V functional and the def2-TZVPD basis.

Summary:
E   -292.31655 Ha
HOMO-LUMO gap   10.516 eV
HOMO energy   -9.427 eV
Lowest unoccupied orbital energy   1.09 eV
Energy above the lowest of the compared OMol25 structures with the same formula, charge and spin   1.4280 eV
Structure (SMILES)   CCCCCCN

Geometry (Å):
C1 -0.12540 -2.30208 2.09533
C2 -1.02114 -1.14971 1.43846
C3 -0.28350 0.17570 1.24290
C4 0.93189 0.26075 0.25681
C5 0.68688 -0.03570 -1.18507
C6 -0.39088 0.86368 -1.93942
N1 0.09712 2.27553 -1.87107
H1 0.68863 -2.54809 1.29383
H2 -0.65250 -3.22610 2.40698
H3 0.42309 -1.97657 3.05482
H4 -1.92675 -0.87051 2.04082
H5 -1.38552 -1.52405 0.37825
H6 0.25218 0.35359 2.17031
H7 -1.02303 1.02551 1.18920
H8 1.44017 1.24990 0.50841
H9 1.57365 -0.54745 0.65587
H10 0.47978 -1.11251 -1.24294
H11 1.61911 0.19312 -1.67823
H12 -0.48465 0.66501 -2.97360
H13 -1.34568 0.63639 -1.45729
H14 -0.23104 2.72782 -2.69437
H15 1.10573 2.14941 -2.00868

=====

No. 2
Computed, not measured: a cluster of 2 separate species, C19H46Br2NP2S in total at a distorted geometry, with the ωB97M-V functional and the def2-TZVPD basis.

Summary:
E   -7034.90599 Ha
Total charge   +1
HOMO-LUMO gap   5.375 eV
HOMO energy   -9.499 eV
Lowest unoccupied orbital energy   -4.12 eV

Geometry (Å):
C1 0.00693 -4.11913 2.56316
C2 0.66777 -4.14369 1.19285
C3 0.45692 -2.79742 0.49525
C4 0.92820 -2.76768 -0.94977
C5 2.41906 -2.51739 -1.15011
C6 2.95168 -1.25319 -0.47324
C7 3.42583 -0.18115 -1.45341
C8 4.33155 0.87754 -0.81572
C9 3.93019 1.34127 0.59099
C10 2.67415 2.23055 0.54463
C11 1.56950 1.81706 1.52150
C12 0.39399 2.77146 1.38463
C13 -0.81762 2.41322 2.22639
C14 -1.51456 1.09177 1.88077
C15 -1.72308 0.75383 0.38727
P1 -3.44929 0.98884 -0.22798
C16 -4.81326 1.09911 1.01372
P2 -3.26131 3.27042 -0.23970
S1 -1.86710 3.91457 -1.47303
C17 -3.76090 -0.91810 -0.55282
Br1 -2.65353 -1.28986 -2.14051
C18 -5.23602 -1.23950 -0.85607
C19 -5.54776 -2.20023 -1.99351
Br2 -6.05053 -2.03154 0.75237
H1 0.12407 -5.07260 3.06401
H2 -1.05006 -3.90706 2.44323
H3 0.42068 -3.32785 3.18147
H4 0.23492 -4.92789 0.58393
H5 1.73969 -4.28401 1.30900
H6 0.92053 -2.03301 1.11681
H7 -0.61508 -2.59083 0.50523
H8 0.70338 -3.73707 -1.38691
H9 0.36150 -2.03996 -1.51880
H10 2.62746 -2.46169 -2.21656
H11 2.98683 -3.36560 -0.77795
H12 3.78496 -1.49773 0.18102
H13 2.21314 -0.79658 0.17020
H14 3.99355 -0.68859 -2.23133
H15 2.56279 0.29238 -1.91164
H16 4.26906 1.77647 -1.43842
H17 5.38329 0.57839 -0.81721
H18 4.75140 1.96320 0.93452
H19 3.82814 0.50894 1.27353
H20 2.92325 3.26070 0.78326
H21 2.22882 2.22445 -0.44774
H22 1.99620 1.88778 2.52113
H23 1.29472 0.77680 1.36017
H24 0.73253 3.75678 1.69609
H25 0.15529 2.87374 0.33205
H26 -0.46278 2.31782 3.25053
H27 -1.49288 3.26231 2.23289
H28 -1.01661 0.26744 2.37227
H29 -2.49829 1.13231 2.34626
H30 -1.06210 1.28004 -0.29356
H31 -1.50862 -0.29847 0.26006
H32 -3.61477 1.15337 -1.63325
H33 -4.65987 1.98899 1.61625
H34 -5.76926 1.23751 0.52820
H35 -4.84505 0.25979 1.69555
H36 -4.51232 3.72854 -0.71748
H37 -3.19343 3.81560 1.06182
H38 -3.41533 -1.51622 0.28086
H39 -5.78122 -0.33060 -1.07348
H40 -5.46969 -1.71755 -2.95698
H41 -6.58789 -2.48949 -1.88769
H42 -4.96834 -3.11135 -1.94155
N1 5.84801 2.54933 -3.21839
H43 6.17027 1.63893 -2.87842
H44 5.98328 3.24826 -2.48417
H45 6.37349 2.81826 -4.05382
H46 4.85149 2.48521 -3.44262